1.
# C5H11NO

A 2-piece molecular cluster, C5H11NO overall at a distorted geometry (ωB97M-V/def2-TZVPD, the Open Molecules 2025 dataset).

Structure (ORCA input):
```
! RIJCOSX wB97M-V def2-TZVPD def2/J DEFGRID3
* xyz 0 1
C -0.648 -0.550 -2.135
C 0.139 0.554 -2.048
C 0.997 0.917 -0.781
C 1.196 -0.045 0.092
C 1.320 0.087 1.557
N 0.175 -0.761 2.134
H -1.137 -0.854 -3.010
H -0.832 -1.212 -1.281
H 0.280 1.168 -3.034
H 1.479 1.840 -0.725
H 1.248 -1.117 -0.178
H 1.262 1.166 1.773
H 2.232 -0.271 1.970
H -0.567 -0.902 1.461
H -0.104 -0.513 3.084
O -2.416 0.211 0.807
H -1.559 -0.023 0.345
H -3.065 0.305 -0.030
*
```

## Properties
DFT total energy	-326.9964	a.u.
HOMO-LUMO gap	9.441	eV
structure (SMILES)	C=C/C=C/CN.O
ΔE to the lowest compared entry with this formula, charge and spin	354.4	kJ/mol
HOMO energy	-9.03	eV

***

2.
# C39H43KN9O4S

C39H43KN9O4S as an isolated structure at a distorted geometry (ωB97M-V/def2-TZVPD, the Open Molecules 2025 dataset).

Structure (ORCA input):
```
! RIJCOSX wB97M-V def2-TZVPD def2/J DEFGRID3
* xyz -1 1
K -0.106 -0.204 0.348
C 4.930 0.538 5.300
C 4.196 0.674 3.991
C 4.866 0.758 2.770
C 4.185 0.870 1.580
C 2.767 0.910 1.500
N 2.096 0.968 0.317
C 2.646 1.666 -0.712
C 3.410 2.848 -0.528
C 3.970 3.547 -1.575
C 3.818 3.130 -2.897
C 4.388 3.908 -4.052
C 3.039 2.006 -3.110
C 2.447 1.305 -2.065
N 1.654 0.172 -2.426
C 2.092 -0.903 -3.115
C 0.993 -1.683 -3.400
C -0.085 -0.985 -2.834
N 0.326 0.140 -2.258
C 2.110 0.788 2.744
C 2.813 0.682 3.940
N 0.683 0.765 2.878
C -0.085 1.790 3.314
C -1.303 1.263 3.670
C -1.178 -0.113 3.414
N 0.027 -0.404 2.951
H 5.945 0.928 5.220
H 4.997 -0.511 5.602
H 4.415 1.077 6.097
H 5.952 0.731 2.758
H 4.739 0.916 0.652
H 3.546 3.199 0.486
H 4.544 4.445 -1.365
H 5.220 4.536 -3.730
H 3.615 4.548 -4.483
H 4.740 3.243 -4.843
H 2.864 1.662 -4.124
H 3.135 -1.026 -3.350
H 0.972 -2.607 -3.951
H -1.131 -1.250 -2.830
H 2.237 0.607 4.857
H 0.296 2.796 3.364
H -2.153 1.799 4.053
H -1.902 -0.898 3.565
C -5.238 3.193 -1.818
C -4.674 1.986 -2.561
C -3.288 1.572 -2.052
N -2.188 2.261 -2.701
C -1.414 3.179 -2.111
S -1.693 3.882 -0.648
N -0.309 3.586 -2.880
C -0.263 3.930 -4.208
O 0.783 4.213 -4.760
C -1.562 4.016 -4.954
C -1.623 3.518 -6.250
C -2.794 3.630 -6.984
C -3.899 4.265 -6.434
C -3.820 4.817 -5.163
C -2.656 4.693 -4.422
H -6.240 3.434 -2.177
H -4.598 4.067 -1.949
H -5.293 2.981 -0.749
H -4.618 2.200 -3.633
H -5.344 1.132 -2.427
H -3.140 0.501 -2.205
H -3.212 1.765 -0.984
H -1.778 1.797 -3.497
H 0.547 3.737 -2.358
H -0.745 3.045 -6.672
H -2.839 3.238 -7.992
H -4.816 4.344 -7.004
H -4.663 5.354 -4.748
H -2.590 5.130 -3.432
C -4.548 -3.415 -2.962
C -4.919 -2.235 -2.064
C -4.575 -2.397 -0.560
C -5.275 -3.627 0.042
C -5.079 -3.719 1.555
C -5.144 -1.162 0.126
O -6.334 -0.899 0.117
N -4.239 -0.359 0.749
C -2.839 -0.399 0.518
O -2.201 0.609 0.820
N -2.298 -1.494 0.006
C -3.044 -2.550 -0.394
O -2.535 -3.625 -0.688
H -4.629 -3.121 -4.010
H -5.222 -4.256 -2.794
H -3.531 -3.747 -2.766
H -5.994 -2.052 -2.129
H -4.415 -1.334 -2.427
H -4.857 -4.516 -0.428
H -6.341 -3.567 -0.189
H -4.015 -3.746 1.797
H -5.542 -4.622 1.954
H -5.528 -2.861 2.059
H -4.577 0.487 1.185
*
```

## Properties
DFT total energy	-3304.0493	a.u.
HOMO-LUMO gap	6.254	eV
HOMO energy	-3.96	eV

***

3.
# C26H39IN5O7P

One molecule with the formula C26H39IN5O7P at a distorted geometry (ωB97M-V/def2-TZVPD, the Open Molecules 2025 dataset).

Structure (ORCA input):
```
! RIJCOSX wB97M-V def2-TZVPD def2/J DEFGRID3
* xyz 0 1
H -1.072 -4.490 1.862
N -1.373 -3.673 2.404
C -2.481 -3.241 1.920
N -3.049 -3.924 0.756
N -3.115 -2.071 2.499
C -3.069 -0.940 1.487
C -2.208 0.198 2.149
C -2.478 1.647 1.573
C -1.221 2.608 1.510
C 0.060 1.970 0.873
C -0.066 1.580 -0.557
C -1.351 1.824 -1.400
C -2.130 0.516 -1.805
C -3.621 0.958 -2.155
C -4.636 -0.247 -2.091
O -5.933 0.364 -1.760
C -6.951 -0.569 -1.840
O -7.692 -0.640 -2.780
C 1.093 0.930 -1.197
C 2.356 0.715 -0.453
C 2.488 1.104 0.962
C 3.820 0.829 1.751
N 3.698 -0.502 2.464
C 4.642 -1.451 1.793
C 1.331 1.757 1.619
C 1.478 2.223 3.114
I 0.115 1.269 4.495
C 1.342 3.823 3.118
C 2.405 4.367 4.186
C 3.501 0.057 -1.265
O 4.671 0.349 -1.207
C 3.038 -1.053 -2.284
C 3.957 -2.302 -2.429
N 4.748 -2.260 -3.692
C 1.873 -0.852 -2.973
P 1.241 -2.088 -4.203
O -0.203 -1.875 -4.525
O 1.395 -3.656 -3.685
O 2.213 -1.960 -5.542
C 1.026 0.444 -2.687
O 0.423 1.011 -3.557
H -3.669 -4.693 1.026
H -2.325 -4.351 0.177
H -4.087 -2.287 2.738
H -4.148 -0.640 1.346
H -2.612 -1.382 0.568
H -1.119 -0.089 2.176
H -2.517 0.220 3.234
H -3.027 1.526 0.607
H -3.209 2.137 2.283
H -1.055 3.043 2.520
H -1.506 3.461 0.825
H -1.020 2.381 -2.324
H -2.084 2.520 -0.906
H -2.109 -0.298 -1.042
H -1.742 0.057 -2.761
H -4.006 1.708 -1.403
H -3.676 1.479 -3.147
H -4.774 -0.733 -3.094
H -4.399 -0.968 -1.267
H -7.103 -1.317 -1.007
H 4.700 0.729 1.070
H 4.068 1.662 2.462
H 2.781 -0.864 2.169
H 4.589 -2.462 2.292
H 5.694 -1.078 1.788
H 4.363 -1.642 0.713
H 2.509 2.032 3.515
H 0.346 4.163 3.500
H 1.616 4.243 2.121
H 3.400 4.327 3.671
H 2.465 3.690 5.075
H 2.198 5.435 4.443
H 3.414 -3.276 -2.277
H 4.696 -2.252 -1.574
H 4.804 -1.275 -3.979
H 5.714 -2.471 -3.411
H 1.269 -3.728 -2.722
H 1.600 -1.648 -6.238
*
```

## Properties
DFT total energy	-2453.5478	a.u.
HOMO-LUMO gap	7.734	eV
structure (SMILES)	[H]/N=C(\N)NCCCCc1c(CCCCOC=O)c2c(c(CNC)c1[C@H](I)CC)C(=O)C(CN)=C(P(=O)(O)O)C2=O
HOMO energy	-9.11	eV

***

4.
# C26H81HfN5O13

C26H81HfN5O13 as an isolated structure at a distorted geometry (ωB97M-V/def2-TZVPD, the Open Molecules 2025 dataset).

Structure (ORCA input):
```
! RIJCOSX wB97M-V def2-TZVPD def2/J DEFGRID3
* xyz 2 1
Hf -0.648 -2.981 3.996
C -1.923 -5.525 0.897
C -0.662 -5.693 1.738
C 0.610 -5.351 0.966
O -0.739 -4.963 2.984
H -2.237 -4.493 0.710
H -2.804 -6.021 1.325
H -1.837 -5.964 -0.099
H -0.680 -6.776 1.942
H 0.654 -5.870 0.006
H 1.495 -5.694 1.522
H 0.724 -4.287 0.730
C -0.946 -0.186 0.674
C 0.249 -1.090 0.992
C 1.489 -0.197 1.159
O -0.036 -1.966 2.104
H -0.690 0.204 -0.311
H -1.107 0.581 1.433
H -1.893 -0.722 0.557
H 0.468 -1.711 0.106
H 1.405 0.280 2.140
H 1.493 0.658 0.479
H 2.430 -0.732 1.057
C -4.561 4.211 0.301
C -4.565 2.672 0.230
C -3.435 2.087 -0.601
O -3.802 0.913 -1.293
C -2.967 0.553 -2.397
N -4.539 2.021 1.554
H -3.804 4.631 -0.360
H -4.299 4.537 1.310
H -5.549 4.548 0.012
H -5.440 2.416 -0.388
H -2.480 2.000 -0.061
H -3.267 2.802 -1.436
H -3.543 -0.276 -2.789
H -1.982 0.272 -2.019
H -2.863 1.348 -3.145
H -5.375 2.353 2.043
H -4.616 1.012 1.513
C -1.847 -3.107 -2.116
C -3.302 -3.328 -2.497
C -3.455 -4.504 -3.456
O -2.779 -4.140 -4.640
C -3.228 -4.866 -5.772
N -4.126 -3.454 -1.281
H -1.709 -2.159 -1.574
H -1.242 -2.877 -3.001
H -1.267 -3.889 -1.614
H -3.619 -2.348 -2.848
H -4.547 -4.582 -3.567
H -3.037 -5.434 -3.050
H -2.933 -4.295 -6.651
H -4.321 -4.933 -5.826
H -2.814 -5.878 -5.814
H -3.852 -4.132 -0.574
H -5.081 -3.747 -1.489
C 1.080 6.171 1.220
C -0.035 5.149 1.189
C 0.250 3.963 0.278
O 0.369 4.507 -1.013
C 0.418 3.561 -2.052
N -0.251 4.652 2.563
H 2.061 5.705 1.302
H 0.899 6.938 1.968
H 1.108 6.658 0.242
H -0.970 5.584 0.817
H -0.625 3.292 0.303
H 1.172 3.445 0.603
H 0.848 4.086 -2.892
H -0.587 3.189 -2.257
H 1.084 2.758 -1.724
H -1.079 4.071 2.694
H -0.407 5.432 3.197
C 2.502 0.352 -3.698
C 2.000 -1.024 -3.235
C 2.854 -1.612 -2.124
O 2.653 -3.010 -2.061
C 3.368 -3.610 -1.041
N 0.602 -0.829 -2.831
H 2.436 0.973 -2.802
H 1.811 0.685 -4.466
H 3.519 0.274 -4.068
H 2.152 -1.768 -4.022
H 2.707 -1.173 -1.113
H 3.939 -1.472 -2.279
H 4.445 -3.592 -1.236
H 3.144 -4.681 -1.047
H 3.061 -3.252 -0.048
H 0.602 -0.121 -2.081
H 0.327 -1.634 -2.247
C 5.172 2.703 2.459
C 4.582 2.351 1.104
C 4.126 3.593 0.316
O 3.531 3.100 -0.859
C 3.528 4.027 -1.925
N 5.547 1.556 0.294
H 5.398 1.809 3.042
H 4.422 3.211 3.083
H 6.059 3.339 2.426
H 3.712 1.713 1.305
H 5.061 4.131 0.104
H 3.429 4.225 0.872
H 3.029 3.628 -2.804
H 4.531 4.399 -2.124
H 2.818 4.840 -1.702
H 4.999 1.366 -0.560
H 6.265 2.169 -0.110
O 1.600 2.607 3.377
H 1.306 3.304 2.731
H 1.534 3.048 4.241
O -2.013 -0.964 4.159
H -2.947 -0.822 4.415
H -1.626 -0.012 3.985
O -0.690 1.359 4.189
H 0.017 1.728 3.576
H -0.197 1.070 4.974
O 1.612 -3.576 3.516
H 2.309 -2.882 3.495
H 1.993 -4.351 3.048
O 2.947 0.194 4.172
H 2.464 0.963 3.791
H 2.292 -0.508 4.265
O -2.586 -2.974 2.591
H -3.116 -3.750 2.307
H -3.133 -2.188 2.390
*
```

## Properties
DFT total energy	-2338.4253	a.u.
HOMO-LUMO gap	3.848	eV
ΔE to the lowest compared entry with this formula, charge and spin	0.0	kJ/mol
HOMO energy	-12.96	eV

***

5.
# C4H4ClNO2

A 2-piece molecular cluster, C4H4ClNO2 overall at a distorted geometry (ωB97M-V/def2-TZVPD, the Open Molecules 2025 dataset).

Structure (ORCA input):
```
! RIJCOSX wB97M-V def2-TZVPD def2/J DEFGRID3
* xyz 0 1
C -1.056 -0.429 0.047
C -0.009 -1.215 -0.019
C 1.120 -0.335 0.073
C 0.622 0.931 0.160
H -2.447 -1.620 -0.382
H -0.093 -2.325 -0.289
H 2.379 1.783 0.794
H -1.548 1.694 -0.259
N -0.795 0.950 0.147
O -2.395 -0.587 -0.010
O 1.459 2.034 -0.256
Cl 2.764 -0.881 -0.007
*
```

## Properties
DFT total energy	-820.0908	a.u.
HOMO-LUMO gap	7.542	eV
ΔE to the lowest compared entry with this formula, charge and spin	413.3	kJ/mol
HOMO energy	-7.72	eV

***

6.
# C37H104N2O15P

A 13-piece molecular cluster, C37H104N2O15P overall at a distorted geometry (ωB97M-V/def2-TZVPD, the Open Molecules 2025 dataset).

Structure (ORCA input):
```
! RIJCOSX wB97M-V def2-TZVPD def2/J DEFGRID3
* xyz 1 1
C 13.930 -4.315 0.451
C 15.234 -3.637 -0.281
C 14.732 -2.173 -0.873
C 14.508 -1.180 0.415
C 12.942 -1.050 0.905
C 11.933 -0.450 -0.269
C 10.329 -0.564 0.138
C 9.350 0.334 -0.822
C 8.483 1.338 0.196
C 7.615 2.473 -0.608
C 6.206 1.890 -1.222
C 5.090 1.559 -0.060
C 3.584 2.021 -0.549
C 2.491 1.841 0.702
C 1.012 1.339 0.198
C -0.216 2.389 0.530
N -1.493 1.726 1.010
N -2.435 2.766 1.156
C -1.348 0.911 2.276
C -0.292 1.529 3.378
C -1.990 0.827 -0.115
C -3.537 0.281 0.105
C -3.666 -1.366 -0.058
P -5.426 -1.925 -0.638
O -5.342 -3.408 -1.167
O -5.769 -0.925 -2.065
C -7.219 -0.815 -2.286
C -7.983 -2.242 -2.586
O -6.673 -1.579 0.505
C -7.164 -2.749 1.234
C -8.770 -2.890 0.893
H 13.901 -5.485 0.427
H 12.944 -3.907 -0.069
H 13.895 -3.909 1.569
H 15.613 -4.365 -1.146
H 16.091 -3.534 0.535
H 13.752 -2.391 -1.495
H 15.524 -1.763 -1.648
H 14.947 -0.112 0.164
H 15.176 -1.599 1.306
H 12.938 -0.333 1.856
H 12.471 -2.062 1.269
H 12.189 0.680 -0.433
H 12.039 -1.015 -1.303
H 10.216 -0.180 1.246
H 9.924 -1.669 0.120
H 8.613 -0.321 -1.491
H 10.032 0.954 -1.573
H 9.258 1.907 0.892
H 7.794 0.677 0.881
H 8.285 2.840 -1.525
H 7.483 3.422 0.081
H 5.711 2.671 -1.970
H 6.417 0.904 -1.855
H 5.383 2.096 0.960
H 5.054 0.401 0.121
H 3.611 3.180 -0.816
H 3.182 1.438 -1.489
H 2.437 2.914 1.217
H 2.915 1.107 1.543
H 0.841 0.270 0.664
H 1.012 1.182 -0.979
H 0.191 3.238 1.228
H -0.482 2.922 -0.505
H -2.864 3.015 0.233
H -3.182 2.490 1.832
H -0.949 -0.154 1.962
H -2.364 0.727 2.855
H 0.829 1.375 2.997
H -0.445 2.695 3.565
H -0.373 0.905 4.382
H -1.899 1.367 -1.167
H -1.316 -0.150 -0.191
H -3.941 0.551 1.178
H -4.220 0.827 -0.694
H -3.407 -1.925 0.964
H -2.881 -1.663 -0.907
H -7.804 -0.241 -1.440
H -7.362 -0.155 -3.269
H -7.697 -2.708 -3.636
H -7.862 -3.046 -1.736
H -9.147 -2.004 -2.643
H -6.546 -3.732 1.113
H -7.109 -2.472 2.394
H -9.087 -3.924 0.448
H -9.384 -2.749 1.901
H -9.135 -1.994 0.194
C 1.528 -1.773 3.105
O 2.275 -0.629 3.474
H 0.596 -1.452 2.633
H 2.104 -2.374 2.397
H 1.298 -2.362 3.996
H 3.095 -0.945 3.890
C 12.865 -6.429 -2.662
O 14.198 -5.951 -2.674
H 12.309 -5.910 -1.877
H 12.397 -6.230 -3.629
H 12.863 -7.502 -2.457
H 14.666 -6.429 -3.379
C 7.397 6.097 -1.522
O 7.146 5.686 -0.191
H 8.278 5.570 -1.896
H 6.535 5.852 -2.148
H 7.582 7.173 -1.544
H 6.359 6.170 0.114
C -9.733 1.742 0.417
O -9.741 0.620 1.281
H -10.758 2.098 0.289
H -9.126 2.537 0.857
H -9.326 1.453 -0.555
H -8.819 0.326 1.376
C -10.547 2.412 4.801
O -9.390 2.403 3.986
H -10.244 2.484 5.848
H -11.169 3.273 4.544
H -11.108 1.486 4.650
H -9.691 2.338 3.064
C -8.085 4.546 6.759
O -7.458 3.644 5.868
H -7.334 4.955 7.439
H -8.542 5.361 6.193
H -8.847 4.018 7.338
H -8.149 3.297 5.278
C 4.117 8.960 0.887
O 4.915 7.794 0.804
H 4.436 9.665 0.115
H 3.068 8.698 0.727
H 4.242 9.420 1.871
H 4.609 7.188 1.500
C -12.020 -5.520 -0.796
O -10.688 -5.043 -0.808
H -12.576 -5.001 -0.011
H -12.489 -5.322 -1.763
H -12.022 -6.594 -0.591
H -10.219 -5.521 -1.513
C -3.455 -0.851 -4.973
O -4.863 -0.848 -4.825
H -3.208 -0.692 -6.025
H -3.023 -0.046 -4.373
H -3.056 -1.816 -4.649
H -5.052 -0.991 -3.882
C -13.826 2.871 0.106
O -13.833 1.749 0.969
H -14.851 3.227 -0.022
H -13.218 3.666 0.546
H -13.419 2.582 -0.866
H -12.911 1.456 1.065
C -7.390 -1.165 -8.009
O -7.433 -0.939 -6.612
H -8.397 -1.399 -8.362
H -7.030 -0.265 -8.514
H -6.727 -2.006 -8.223
H -6.526 -0.733 -6.328
C -3.759 -6.320 -0.467
O -2.991 -7.329 0.163
H -3.442 -6.231 -1.509
H -4.817 -6.591 -0.433
H -3.599 -5.367 0.043
H -3.295 -7.386 1.085
*
```

## Properties
DFT total energy	-3050.7408	a.u.
HOMO-LUMO gap	8.515	eV
HOMO energy	-11.13	eV

***

Copy entry 3 word for word.
# C26H39IN5O7P

One molecule with the formula C26H39IN5O7P at a distorted geometry (ωB97M-V/def2-TZVPD, the Open Molecules 2025 dataset).

Structure (ORCA input):
```
! RIJCOSX wB97M-V def2-TZVPD def2/J DEFGRID3
* xyz 0 1
H -1.072 -4.490 1.862
N -1.373 -3.673 2.404
C -2.481 -3.241 1.920
N -3.049 -3.924 0.756
N -3.115 -2.071 2.499
C -3.069 -0.940 1.487
C -2.208 0.198 2.149
C -2.478 1.647 1.573
C -1.221 2.608 1.510
C 0.060 1.970 0.873
C -0.066 1.580 -0.557
C -1.351 1.824 -1.400
C -2.130 0.516 -1.805
C -3.621 0.958 -2.155
C -4.636 -0.247 -2.091
O -5.933 0.364 -1.760
C -6.951 -0.569 -1.840
O -7.692 -0.640 -2.780
C 1.093 0.930 -1.197
C 2.356 0.715 -0.453
C 2.488 1.104 0.962
C 3.820 0.829 1.751
N 3.698 -0.502 2.464
C 4.642 -1.451 1.793
C 1.331 1.757 1.619
C 1.478 2.223 3.114
I 0.115 1.269 4.495
C 1.342 3.823 3.118
C 2.405 4.367 4.186
C 3.501 0.057 -1.265
O 4.671 0.349 -1.207
C 3.038 -1.053 -2.284
C 3.957 -2.302 -2.429
N 4.748 -2.260 -3.692
C 1.873 -0.852 -2.973
P 1.241 -2.088 -4.203
O -0.203 -1.875 -4.525
O 1.395 -3.656 -3.685
O 2.213 -1.960 -5.542
C 1.026 0.444 -2.687
O 0.423 1.011 -3.557
H -3.669 -4.693 1.026
H -2.325 -4.351 0.177
H -4.087 -2.287 2.738
H -4.148 -0.640 1.346
H -2.612 -1.382 0.568
H -1.119 -0.089 2.176
H -2.517 0.220 3.234
H -3.027 1.526 0.607
H -3.209 2.137 2.283
H -1.055 3.043 2.520
H -1.506 3.461 0.825
H -1.020 2.381 -2.324
H -2.084 2.520 -0.906
H -2.109 -0.298 -1.042
H -1.742 0.057 -2.761
H -4.006 1.708 -1.403
H -3.676 1.479 -3.147
H -4.774 -0.733 -3.094
H -4.399 -0.968 -1.267
H -7.103 -1.317 -1.007
H 4.700 0.729 1.070
H 4.068 1.662 2.462
H 2.781 -0.864 2.169
H 4.589 -2.462 2.292
H 5.694 -1.078 1.788
H 4.363 -1.642 0.713
H 2.509 2.032 3.515
H 0.346 4.163 3.500
H 1.616 4.243 2.121
H 3.400 4.327 3.671
H 2.465 3.690 5.075
H 2.198 5.435 4.443
H 3.414 -3.276 -2.277
H 4.696 -2.252 -1.574
H 4.804 -1.275 -3.979
H 5.714 -2.471 -3.411
H 1.269 -3.728 -2.722
H 1.600 -1.648 -6.238
*
```

## Properties
DFT total energy	-2453.5478	a.u.
HOMO-LUMO gap	7.734	eV
structure (SMILES)	[H]/N=C(\N)NCCCCc1c(CCCCOC=O)c2c(c(CNC)c1[C@H](I)CC)C(=O)C(CN)=C(P(=O)(O)O)C2=O
HOMO energy	-9.11	eV

***

Q: Which value of DFT total energy does entry 3 give?
A: -2453.5478 a.u.